(1)
Formula: C3H9N3S
Source: the Open Molecules 2025 dataset
Level of theory: ωB97M-V/def2-TZVPD

Last column: Mulliken charge in e.
Positions of all 16 atoms, in Å:
H -1.9498 -0.5491 -1.8942  0.24
N -2.3280 -0.2513 -1.0450  -0.82
C -1.4273 0.0835 -0.2013  0.63
N -1.8146 0.4121 1.0785  -0.40
C 0.0910 0.2041 -0.5276  -0.28
S 0.8429 1.8135 -0.3505  -0.11
C 0.8957 -0.8621 0.1976  -0.57
N 2.3339 -0.8198 0.0653  -0.68
H -2.7949 0.6648 1.1408  0.28
H -1.1910 0.8748 1.6845  0.18
H 0.0644 0.0408 -1.5697  0.22
H 0.5583 1.8910 0.9496  0.11
H 0.7775 -1.9140 -0.1140  0.36
H 0.6549 -0.8201 1.2653  0.31
H 2.6367 -0.8530 -0.9673  0.26
H 2.6503 0.0848 0.2879  0.28

Values from the calculation:
- orbital gap (eV) = 9.99
- total charge = 0
- SMILES = [H]/N=C(/N)[C@@H](S)CN
- highest occupied orbital energy (hartree) = -0.345

(2)
Formula: C18H18N2O8W
Source: the Open Molecules 2025 dataset
Level of theory: ωB97M-V/def2-TZVPD

Last column: Mulliken charge in e.
Positions of all 47 atoms, in Å:
W -0.3014 0.4382 0.2929  2.36
O 2.5987 -2.2407 -0.1252  -0.43
C 1.4792 -1.9915 0.1383  -0.12
O 1.0517 -0.8620 0.8595  -0.66
C 0.2229 -2.7382 -0.2554  0.63
C -0.1158 -4.0453 0.0225  -0.44
C -1.4618 -4.4083 -0.0174  -0.47
C -2.4744 -3.4923 -0.1255  -0.54
C -2.0787 -2.1863 -0.3840  0.60
C -0.7706 -1.8709 -0.6517  -0.04
O -0.4823 -0.6556 -1.2450  -0.30
N -2.8916 -1.0598 0.0087  1.04
O -2.2522 -0.0532 0.5064  -0.71
O -4.0379 -1.0491 0.0416  -0.43
N -1.8331 -5.8230 0.2630  0.98
O -3.0177 -6.0507 0.3891  -0.56
O -0.9149 -6.5801 0.4860  -0.54
H 0.6249 -4.7803 0.3164  0.60
H -3.5069 -3.7707 0.0579  0.61
C -1.7031 1.1317 3.1722  -0.68
O -0.5698 0.5005 2.4732  -0.43
H -1.3802 1.3706 4.1772  0.35
H -2.5424 0.4515 3.1836  0.29
H -1.9506 2.0310 2.6363  0.30
H -0.1724 -0.1734 3.0311  0.30
C -0.4074 2.3499 -2.5351  -1.90
C 0.1157 2.6536 -1.1292  2.02
C 0.5609 4.1229 -1.0854  -1.56
C -0.9617 2.2611 -0.1342  -1.01
C 1.3295 1.7865 -0.7015  -0.64
C 2.1250 1.0534 -1.5838  0.32
C 3.3538 0.5517 -1.1731  -0.94
C 3.7988 0.7674 0.1222  -0.49
C 3.0021 1.4587 1.0293  -0.88
C 1.7756 1.9475 0.6380  -0.27
H -1.3403 2.8938 -2.6949  0.45
H -0.6022 1.3055 -2.7141  0.38
H 0.3101 2.7130 -3.2750  0.47
H -0.2605 4.7611 -1.4216  0.47
H 1.4114 4.2634 -1.7574  0.39
H 0.8570 4.4385 -0.0825  0.37
H -1.7537 2.9903 -0.0185  0.60
H 1.7996 0.9130 -2.6060  0.47
H 3.9657 -0.0055 -1.8715  0.48
H 4.7731 0.4012 0.4261  0.47
H 3.3550 1.6382 2.0368  0.50
H 1.2730 2.6429 1.2799  0.54

Values from the calculation:
- orbital gap (alpha / beta) (eV) = 6.12 / 6.12
- total charge = +2
- highest occupied orbital energy (alpha / beta) (hartree) = -0.575 / -0.575

(3)
Formula: C36H36MnN5O2PS2Si
Source: the Open Molecules 2025 dataset
Level of theory: ωB97M-V/def2-TZVPD

Last column: Mulliken charge in e.
Positions of all 84 atoms, in Å:
Mn 0.9559 1.5010 -1.5449  0.43
C 1.0398 6.7534 -1.2727  -0.79
O 0.6029 5.9994 -2.4558  -0.29
C 1.2285 4.7963 -2.6068  0.81
O 1.0526 4.2162 -3.6366  -0.51
N 1.8752 4.2006 -1.5500  -0.07
N 2.4803 2.9063 -1.8917  -0.66
H 1.0124 7.8422 -1.4696  0.30
H 2.0843 6.4881 -1.0324  0.39
H 0.4583 6.5992 -0.3572  0.28
H 1.4092 4.2427 -0.6388  0.31
H 3.3487 2.7224 -1.4317  0.24
H 2.5841 2.9756 -2.9161  0.26
S -0.3712 -4.3001 -1.3510  -0.12
P 0.7636 -4.1288 0.2181  0.97
S 0.5106 0.7510 0.6446  -0.50
C 0.5409 -5.4076 1.4790  0.94
C 1.5481 -6.2000 2.0390  -0.60
C 1.2311 -7.0314 3.0876  -0.65
C -0.0140 -6.9386 3.7140  -0.42
C -0.9640 -6.0668 3.2135  -0.59
C -0.7499 -5.3858 2.0467  -0.57
C 2.5638 -4.2203 0.0372  0.24
C 3.4418 -3.4474 0.8338  -0.21
C 4.7906 -3.3469 0.4710  -0.64
C 5.3322 -4.1993 -0.5392  -0.44
C 4.4474 -4.9474 -1.2785  -0.71
C 3.0660 -4.8669 -1.0289  -0.34
H 2.4915 -6.1944 1.5451  0.49
H 1.9885 -7.6825 3.4870  0.41
H -0.2406 -7.5105 4.5922  0.43
H -1.9369 -6.0312 3.7544  0.35
H -1.5112 -4.6947 1.6850  0.27
H 3.0921 -2.8592 1.6621  0.51
H 5.3834 -2.6938 1.0661  0.49
H 6.4290 -4.1662 -0.7810  0.37
H 4.7447 -5.5387 -2.1247  0.44
H 2.3952 -5.4124 -1.6618  0.42
C -4.1236 -2.3089 0.6002  -0.92
C -2.8968 -2.2689 0.0244  -0.42
C -2.1531 -1.0504 0.1370  -0.33
C -2.5643 -0.0461 0.9577  0.37
C -3.7868 -0.1248 1.6667  0.14
C -4.5713 -1.2578 1.4084  -0.62
Si -1.4459 1.4586 1.0043  0.24
C -1.4046 1.8910 2.8716  0.71
C -1.6648 0.8703 3.8082  -0.35
C -1.6677 1.0834 5.1736  -0.61
C -1.4098 2.3779 5.7137  -0.52
C -1.0557 3.3413 4.8060  -0.53
C -1.0883 3.1623 3.3943  -0.30
C -2.3050 2.9518 0.3893  0.85
C -2.0339 3.3328 -0.9209  -0.20
C -2.7377 4.3864 -1.5111  -0.43
C -3.7403 5.0773 -0.8676  -0.85
C -4.1233 4.5879 0.3606  -0.45
C -3.4175 3.5757 1.0285  -0.18
H -4.7203 -3.1763 0.3205  0.42
H -2.4077 -3.0900 -0.4569  0.43
H -1.2135 -0.9945 -0.3824  0.19
H -4.1026 0.5388 2.5092  0.41
H -5.5511 -1.2751 1.8664  0.41
H -1.9457 -0.1571 3.4639  0.24
H -1.7930 0.2331 5.7684  0.46
H -1.5835 2.6004 6.8193  0.33
H -0.7567 4.2596 5.2791  0.38
H -1.0097 4.0671 2.7553  0.30
H -1.2679 2.8061 -1.5337  -0.20
H -2.3644 4.6976 -2.5016  0.37
H -4.3786 5.8161 -1.3706  0.39
H -4.9811 5.0493 0.8780  0.37
H -3.8098 3.2058 1.9629  0.37
N 1.6009 1.9163 -6.5318  -0.36
C 1.7353 0.9467 -5.5942  0.29
C 1.0413 1.1897 -4.3594  -0.14
N 1.2335 0.4345 -3.3123  0.05
C 1.9234 -0.7475 -3.4731  -0.54
C 2.4420 -1.0429 -4.7272  -0.27
N 2.4254 -0.1948 -5.7893  -0.59
H 1.1728 2.7784 -6.2905  0.21
H 2.1292 1.7865 -7.3866  0.28
H 0.2922 1.9978 -4.3408  0.49
H 1.9569 -1.4539 -2.6531  0.53
H 3.0182 -1.9553 -4.9712  0.37

Values from the calculation:
- orbital gap (alpha / beta) (eV) = 3.89 / 3.89
- total charge = +2
- multiplicity = 4
- highest occupied orbital energy (alpha / beta) (hartree) = -0.460 / -0.460

(4)
Formula: CH7N3O2
Source: the Open Molecules 2025 dataset
Level of theory: ωB97M-V/def2-TZVPD

Last column: Mulliken charge in e.
Positions of all 13 atoms, in Å:
O -2.1695 -0.0658 -0.3198  -0.56
C -1.9592 -0.8993 0.5431  0.19
O -1.6322 -0.5583 1.7980  -0.39
H -1.9736 -1.9909 0.4151  0.37
H -1.5623 0.4215 1.7806  0.36
N 1.2196 0.3301 -1.6611  -0.51
N 0.6438 1.0227 -0.5881  -0.25
N 1.1830 0.5432 0.6175  -0.48
H 1.0971 -0.6785 -1.6012  0.21
H 2.2136 0.5275 -1.7596  0.26
H -0.3926 0.9882 -0.6191  0.32
H 1.1762 -0.4745 0.6722  0.19
H 2.1561 0.8340 0.7224  0.28

Values from the calculation:
- orbital gap (eV) = 9.74
- total charge = 0
- SMILES = O=CO.NNN
- highest occupied orbital energy (hartree) = -0.328

(5)
Formula: C8H13NO
Source: the Open Molecules 2025 dataset
Level of theory: ωB97M-V/def2-TZVPD

Last column: Mulliken charge in e.
Positions of all 23 atoms, in Å:
C -1.6175 -1.3647 1.0583  -0.07
C -2.7493 0.6972 0.6634  -0.21
C -2.2285 1.7801 1.1957  -0.66
C 0.2444 -0.4969 -0.1776  0.54
C 2.1314 -2.1416 0.1494  -1.38
C 0.5766 1.8694 -0.8818  -1.16
C 1.6275 -0.7801 -0.4728  -0.52
C -0.2973 0.5959 -1.0127  -0.17
N -0.4269 -1.2712 0.5819  -0.43
O -2.6184 -0.5646 1.0311  -0.23
H -1.7596 -2.3391 1.4313  0.43
H -2.3543 2.6714 0.6761  0.41
H -1.7309 1.7175 2.1083  0.35
H 1.3127 -2.7328 0.1265  0.40
H 2.4423 -2.0474 1.2420  0.25
H 2.9815 -2.3911 -0.3894  0.45
H 0.3935 2.3613 -1.7790  0.33
H 1.5994 1.4856 -0.8961  0.36
H 0.1279 2.4837 -0.0728  0.24
H 1.8856 -0.7561 -1.6094  0.38
H 2.2816 0.0455 -0.2037  0.39
H -0.4924 0.3405 -2.0907  0.38
H -1.3292 0.8376 -0.6781  -0.07

Values from the calculation:
- orbital gap (alpha / beta) (eV) = 6.69 / 8.27
- total charge = 0
- highest occupied orbital energy (alpha / beta) (hartree) = -0.263 / -0.310

(6)
Formula: C40H45AsGeN4NiS
Source: the Open Molecules 2025 dataset
Level of theory: ωB97M-V/def2-TZVPD

Last column: Mulliken charge in e.
Positions of all 93 atoms, in Å:
Ni -0.0461 0.7812 0.4548  -1.00
S 0.1224 0.8002 2.7577  -0.56
C 1.8264 0.8613 2.4147  0.44
C 2.8326 1.0077 3.3718  -0.81
C 4.1451 1.0352 2.9462  -0.47
C 4.4350 0.9235 1.5882  -1.12
C 3.3832 0.7785 0.7072  -0.23
N 2.1086 0.7382 1.1082  0.55
H 2.5725 1.0919 4.4177  0.57
H 4.9454 1.1447 3.6669  0.43
H 5.4519 0.9480 1.2243  0.51
H 3.5528 0.6906 -0.3595  0.33
C -2.7661 0.1029 -3.5609  -0.84
N -2.8338 1.0863 -2.4454  0.71
C -4.0735 1.8998 -2.5294  -0.89
C -1.6289 2.0107 -2.3778  -0.70
C -0.3355 1.2847 -2.5540  0.72
C 0.2288 1.3765 -3.8340  -0.82
C 1.4388 0.7802 -4.1227  -1.45
C 2.0889 0.0973 -3.1040  -1.46
C 1.5153 0.0136 -1.8464  0.67
C 0.2776 0.5810 -1.5043  1.51
H -3.6462 -0.5338 -3.5098  0.36
H -1.8565 -0.4818 -3.4598  0.26
H -2.7514 0.6494 -4.5015  0.41
H -2.8166 0.5616 -1.5623  -0.49
H -4.0179 2.4953 -3.4379  0.39
H -4.1319 2.5546 -1.6635  0.33
H -4.9408 1.2473 -2.5741  0.39
H -1.7171 2.5112 -1.4124  -0.10
H -1.7816 2.7361 -3.1775  0.73
H -0.2822 1.9480 -4.6028  0.49
H 1.8763 0.8644 -5.1082  0.41
H 3.0501 -0.3690 -3.2848  0.52
H 2.0776 -0.5077 -1.0880  0.59
C -4.6562 0.5955 0.7077  -1.57
As -2.8688 1.2736 1.2013  1.32
C -3.0082 0.7595 3.0789  -1.40
C -3.3666 3.1755 1.3555  -1.40
H -5.3799 0.9728 1.4297  0.50
H -4.6656 -0.4921 0.7345  0.44
H -4.9739 0.9233 -0.2776  0.34
H -4.0431 0.8591 3.4028  0.52
H -2.3707 1.4066 3.6769  0.43
H -2.6714 -0.2678 3.2139  0.27
H -4.4349 3.3048 1.1839  0.49
H -2.8106 3.7855 0.6439  0.30
H -3.1401 3.5322 2.3597  0.47
N 3.2868 5.4157 -2.4703  -0.49
C 2.5835 5.0942 -1.6218  -0.24
C 1.6905 4.6916 -0.5717  -0.06
C 1.3025 5.5731 0.4328  -0.41
C 0.4468 5.1052 1.4115  -1.25
C 0.0110 3.7918 1.3498  -0.57
N 0.3645 2.9469 0.3771  0.44
C 1.2021 3.3910 -0.5607  0.07
H 1.6723 6.5893 0.4424  0.53
H 0.1241 5.7406 2.2237  0.52
H -0.6219 3.3782 2.1229  0.62
H 1.5026 2.6874 -1.3260  0.42
C -2.3102 -1.8964 0.3679  -2.27
Ge -0.3756 -1.6541 0.6705  1.89
C -0.0400 -2.5279 2.4017  0.73
C 1.1026 -2.3937 3.1905  0.58
C 1.2414 -3.0847 4.3816  -1.09
C 0.2318 -3.9317 4.8213  -0.67
C -0.9109 -4.0807 4.0555  -0.78
C -1.0416 -3.3852 2.8581  -0.68
C 0.4283 -2.6736 -0.8123  0.17
C -0.3992 -2.9743 -1.8648  -0.25
C 0.0225 -3.7704 -2.9497  -1.20
C 1.2897 -4.2737 -2.9717  -1.05
C 2.1942 -3.9795 -1.9227  1.09
C 3.5291 -4.4553 -1.9520  -0.90
C 4.4166 -4.1137 -0.9739  -0.69
C 4.0097 -3.2673 0.0794  -1.32
C 2.7238 -2.8123 0.1400  0.71
C 1.7662 -3.1684 -0.8418  0.16
H -2.5008 -2.9448 0.1324  0.66
H -2.6589 -1.2961 -0.4740  0.30
H -2.8889 -1.6356 1.2530  0.63
H 1.9029 -1.7293 2.8922  0.29
H 2.1401 -2.9606 4.9725  0.45
H 0.3405 -4.4712 5.7530  0.39
H -1.7045 -4.7408 4.3812  0.43
H -1.9455 -3.5364 2.2813  0.28
H -1.4162 -2.5982 -1.8829  0.31
H -0.6666 -3.9894 -3.7556  0.45
H 1.6246 -4.8969 -3.7921  0.41
H 3.8340 -5.0888 -2.7762  0.42
H 5.4342 -4.4799 -1.0069  0.42
H 4.7211 -2.9786 0.8428  0.47
H 2.4280 -2.1538 0.9443  0.00

Values from the calculation:
- orbital gap (alpha / beta) (eV) = 7.15 / 7.52
- total charge = +1
- multiplicity = 2
- highest occupied orbital energy (alpha / beta) (hartree) = -0.368 / -0.365